{
  "formula": "C4H48B10Ca2O",
  "method": "wB97M-V/def2-TZVPD",
  "symbols": ["Ca", "Ca", "B", "H", "H", "H", "H", "B", "H", "H", "H", "H", "B", "H", "H", "H", "H", "B", "H", "H", "H", "H", "B", "H", "H", "H", "H", "B", "H", "H", "H", "H", "B", "H", "H", "H", "H", "B", "H", "H", "H", "H", "B", "H", "H", "H", "H", "B", "H", "H", "H", "H", "C", "C", "C", "O", "C", "H", "H", "H", "H", "H", "H", "H", "H"],
  "xyz": [[0.04, -0.57, -1.76], [-1.85, 0.78, 2.17], [0.28, 1.25, -3.44], [0.56, 0.21, -3.52], [-0.09, 1.46, -2.44], [1.12, 1.90, -3.59], [-0.54, 1.49, -4.10], [-0.13, -0.04, 0.59], [-0.19, 0.67, -0.22], [0.73, -0.66, 0.38], [0.10, 0.47, 1.51], [-1.02, -0.64, 0.64], [-0.85, -3.79, 1.27], [-0.59, -3.24, 0.38], [-1.91, -3.86, 1.45], [-0.44, -4.77, 1.09], [-0.32, -3.37, 2.11], [-0.47, 2.96, 3.32], [-1.51, 2.68, 3.24], [-0.10, 3.31, 2.37], [-0.38, 3.79, 4.01], [0.14, 2.13, 3.62], [0.61, -2.87, -2.01], [-0.45, -2.80, -1.84], [1.24, -2.69, -1.15], [0.81, -3.90, -2.25], [0.81, -2.16, -2.80], [-2.27, 2.47, 0.08], [-1.93, 2.09, -0.87], [-2.61, 3.47, -0.16], [-3.03, 1.79, 0.42], [-1.46, 2.48, 0.80], [0.41, 3.83, -0.97], [-0.61, 3.87, -1.30], [1.11, 3.61, -1.76], [0.67, 4.84, -0.67], [0.57, 3.22, -0.09], [-2.52, -0.66, -2.06], [-2.77, 0.39, -2.05], [-3.38, -1.24, -2.38], [-1.69, -0.76, -2.73], [-2.23, -0.95, -1.06], [-3.35, -1.32, 1.51], [-4.34, -1.69, 1.72], [-2.77, -1.30, 2.42], [-2.84, -1.93, 0.79], [-3.48, -0.33, 1.10], [-0.83, -0.85, 3.91], [0.00, -1.29, 4.44], [-0.83, 0.22, 4.02], [-0.85, -1.24, 2.90], [-1.66, -1.27, 4.46], [4.11, -1.27, -0.51], [4.00, 0.14, -0.09], [2.93, 0.75, -0.86], [2.45, -0.34, -1.72], [3.50, -1.23, -1.91], [3.56, -1.90, 0.18], [5.11, -1.70, -0.56], [4.93, 0.68, -0.27], [3.77, 0.23, 0.97], [3.20, 1.41, -1.69], [2.15, 1.28, -0.31], [4.29, -1.00, -2.62], [3.10, -2.22, -2.12]],
  "homo_lumo_gap_ha": [0.071, 0.123],
  "charge": -7,
  "lumo_energy_ha": [0.491, 0.491],
  "multiplicity": 2,
  "energy_ev": -50554.72488
}